1.
ORCA calculation (wB97M-V/def2-TZVPD) on a cluster of 13 separate species, C30H47N15OP in total in a non-equilibrium geometry.

```
94
Properties=species:S:1:pos:R:3:forces:R:3:lowdin_charge:R:1
C 5.663962 -0.096589 3.041076 -1.6 -0.9 -1.4 -0.232
P 4.503280 -0.881801 4.340808 -1.7 1.9 1.1 0.813
O 5.059137 -2.417085 4.788300 -0.8 0.7 -2.2 -0.286
C 2.898921 -1.143995 3.236128 3.8 -1.5 0.4 -0.393
N 2.831070 -2.178512 2.376591 -2.7 2.1 0.1 0.100
C 1.589185 -2.041040 1.740403 -0.4 -0.2 -0.2 -0.056
C 0.960718 -0.942403 2.268280 -0.4 0.1 -0.4 -0.029
N 1.834437 -0.359488 3.220260 0.1 -2.4 -1.4 0.093
H 6.725545 -0.277256 3.240596 -0.5 0.1 -0.1 0.036
H 5.396975 0.981937 3.055626 0.4 -0.6 0.2 0.057
H 5.411201 -0.441719 2.008686 0.3 0.2 0.6 0.042
H 5.434623 -2.824122 3.989538 0.2 -0.3 0.5 0.050
H 3.546407 -2.877031 2.252570 -0.2 0.1 -0.1 0.155
H 1.230855 -2.724167 0.959657 0.2 0.5 0.8 0.073
H -0.049585 -0.551916 2.022497 0.9 -0.2 0.3 0.090
H 1.740521 0.466323 3.802687 -0.1 0.1 -0.5 0.098
C 1.175990 -2.020387 -2.276449 -0.2 -0.2 0.3 -0.043
C 0.307714 -2.628068 -1.252227 0.1 0.1 -0.5 -0.266
N -0.364835 -3.096317 -0.445496 0.0 0.0 -0.3 0.140
H 1.112426 -0.935128 -2.216931 0.1 -0.1 0.0 0.032
H 2.209059 -2.326245 -2.116241 0.0 0.0 0.0 0.089
H 0.861789 -2.342023 -3.270072 0.0 -0.1 0.0 0.065
C -1.688662 0.565200 -2.920910 0.6 -0.1 0.0 -0.058
C -0.291645 1.004792 -2.783405 -0.4 0.0 -0.1 -0.264
N 0.801722 1.342570 -2.675889 -0.1 -0.1 0.0 0.146
H -2.187023 1.150356 -3.687538 0.0 0.0 0.0 0.048
H -1.717900 -0.488355 -3.201758 0.0 0.0 0.0 0.085
H -2.213880 0.696345 -1.977668 0.0 0.1 0.0 0.059
C -4.623860 2.835974 -5.065093 0.0 -0.1 0.3 -0.072
C -4.451638 2.368968 -3.682381 -0.2 0.2 -0.3 -0.240
N -4.317011 2.004843 -2.601847 -0.1 0.1 -0.1 0.148
H -5.403481 2.258314 -5.559555 0.1 -0.1 0.0 0.088
H -4.902551 3.887527 -5.067138 0.0 0.0 0.1 0.065
H -3.691206 2.713721 -5.612665 0.0 0.0 0.0 0.038
C 1.523161 3.386961 0.159121 0.0 -0.1 0.4 -0.077
C 1.660086 2.903515 1.543049 -0.1 0.2 -0.3 -0.244
N 1.767009 2.529910 2.624000 0.0 -0.1 0.0 0.124
H 0.757437 2.812826 -0.359363 0.1 0.0 0.0 0.055
H 1.240484 4.438070 0.161092 0.0 0.0 0.0 0.082
H 2.467831 3.274964 -0.369257 -0.1 0.0 0.0 0.070
C 0.660527 0.052122 6.223331 -0.1 -0.1 0.4 -0.070
C -0.205871 -0.570406 7.235459 0.1 0.2 -0.3 -0.261
N -0.905602 -1.056087 8.004490 0.1 -0.1 0.0 0.138
H 0.563612 1.136779 6.265214 0.0 0.0 0.0 0.092
H 1.700990 -0.220076 6.404402 0.0 0.0 0.0 0.069
H 0.367293 -0.295073 5.235661 -0.1 -0.1 0.1 0.056
C -1.422452 -5.416158 -3.457187 0.2 0.2 -0.3 -0.058
C -0.770275 -4.631472 -4.522012 -0.2 -0.3 0.3 -0.276
N -0.263402 -4.022133 -5.353382 0.0 0.1 0.2 0.119
H -1.226312 -4.962858 -2.485945 0.0 0.0 0.0 0.055
H -2.498055 -5.443669 -3.624036 0.0 0.0 0.0 0.086
H -1.037537 -6.434640 -3.457184 0.0 0.0 0.0 0.085
C -4.739932 0.737919 0.701733 0.3 0.0 0.1 -0.054
C -3.355470 0.534720 1.164628 -0.4 0.1 -0.1 -0.258
N -2.280359 0.376496 1.538322 0.0 0.0 -0.1 0.123
H -5.233221 -0.225049 0.574265 0.0 0.0 0.0 0.082
H -5.291108 1.325027 1.434622 0.1 0.0 0.0 0.086
H -4.738639 1.266095 -0.251334 0.1 0.0 0.0 0.036
C -0.832178 -4.507340 6.686776 -0.2 -0.1 -0.3 -0.061
C -1.606385 -5.056685 5.561988 0.2 0.1 0.3 -0.250
N -2.198804 -5.485028 4.676801 0.1 0.0 0.1 0.141
H -1.074034 -3.453456 6.819516 0.0 0.0 0.1 0.047
H -1.070312 -5.043343 7.603790 0.0 0.0 0.0 0.086
H 0.233119 -4.606453 6.483056 0.0 0.0 0.0 0.079
C -3.021470 6.319060 -7.466088 0.0 -0.1 0.4 -0.048
C -2.855884 5.845767 -6.081404 0.0 0.1 -0.3 -0.250
N -2.726670 5.476094 -5.001325 0.0 0.0 -0.2 0.143
H -3.801554 5.743586 -7.962169 0.0 0.0 0.0 0.086
H -3.300213 7.371531 -7.465433 0.0 0.0 0.0 0.087
H -2.087385 6.197603 -8.012127 0.0 0.0 0.0 0.084
C -0.288698 0.335838 -6.555750 -0.3 0.1 -0.1 -0.059
C -1.631008 0.749404 -7.001807 0.3 -0.1 0.1 -0.262
N -2.676919 1.071768 -7.351199 0.1 0.0 0.1 0.133
H 0.248320 1.193772 -6.152701 0.0 0.0 0.0 0.078
H -0.374802 -0.426640 -5.782757 0.0 0.0 -0.1 0.066
H 0.269925 -0.072258 -7.396283 0.0 0.0 0.0 0.086
C 0.674448 5.883528 -4.618199 0.2 -0.2 0.3 -0.068
C 1.524638 5.217095 -3.618332 -0.2 0.2 -0.2 -0.261
N 2.182625 4.697418 -2.834140 -0.1 0.1 0.0 0.135
H -0.360469 5.571129 -4.487971 0.0 0.0 0.0 0.033
H 0.737065 6.964027 -4.498282 0.0 0.0 0.0 0.085
H 1.004493 5.617408 -5.621574 0.0 0.0 0.0 0.081
C 8.243037 -0.266238 6.857731 -0.3 0.0 -0.1 -0.013
C 7.030704 -0.258857 6.028579 0.1 0.1 0.4 -0.101
N 6.079263 -0.253233 5.385657 3.0 0.4 2.2 -0.020
H 9.043814 -0.786977 6.334533 0.0 0.0 0.0 0.094
H 8.555327 0.757125 7.061592 0.0 0.0 0.0 0.096
H 8.041958 -0.773257 7.800533 0.0 0.0 0.0 0.096
C -4.246927 -4.186563 2.733714 -0.5 0.1 -0.2 -0.101
C -5.538795 -3.735312 2.185687 0.3 -0.1 0.1 -0.283
N -6.544336 -3.383688 1.756254 0.1 0.0 0.0 0.112
H -3.737533 -3.353017 3.213667 0.0 0.0 0.0 0.070
H -4.406468 -4.973295 3.466417 0.0 0.0 0.0 0.054
H -3.620346 -4.571500 1.931142 0.0 0.0 0.0 0.076
```
Positions in Å, forces in eV/Å.

Output
Highest occupied orbital energy ... -10.53 eV
Net charge ... +1
Molar mass ... 664.78 g mol⁻¹

***

2.
ORCA calculation (wB97M-V/def2-TZVPD) on a cluster of 2 separate species, C30H48BF14N2O5 in total in a non-equilibrium geometry.

```
100
Properties=species:S:1:pos:R:3:forces:R:3:lowdin_charge:R:1
C -0.656277 8.600097 -1.964539 0.7 0.3 -0.8 -0.109
C -0.528519 7.235391 -2.823377 1.0 0.3 0.8 -0.201
C -0.579915 5.954683 -1.861233 1.3 1.4 0.2 -0.178
O -1.897137 5.429790 -1.595099 1.2 -1.1 -1.0 -0.064
C -2.396092 4.545685 -2.615206 -1.2 -0.5 -0.6 -0.266
C -3.781116 5.235787 -3.031399 -0.6 1.4 0.5 -0.190
F -3.602834 6.656287 -2.967144 -0.5 -2.8 -0.4 0.069
F -4.862532 4.965580 -2.160137 2.2 0.1 -1.4 0.082
C -4.291477 4.941320 -4.515098 -2.4 0.6 -1.8 -0.330
F -5.653560 5.360532 -4.554115 2.8 -0.9 0.0 0.079
F -4.303912 3.600354 -4.887766 0.4 3.0 0.8 0.125
F -3.655943 5.740428 -5.501161 -1.0 -2.2 2.4 0.092
N -1.659050 4.346572 -3.873749 1.0 -0.4 0.7 0.148
C -0.795628 3.168763 -3.876476 -0.1 1.0 -0.5 -0.308
O -0.221850 2.717019 -4.878116 -1.5 1.4 3.1 0.090
C -0.882078 2.678107 -2.361745 1.1 -1.8 -2.2 -0.109
C -0.462749 1.137853 -2.453098 -0.7 -1.6 0.9 -0.115
C 1.098830 0.887290 -2.711522 -0.4 1.3 -0.4 -0.046
C 1.961543 0.622092 -1.404866 -0.3 1.7 -1.1 -0.293
F 1.394831 1.285908 -0.297020 1.2 -1.3 -1.7 0.066
F 3.234982 1.254090 -1.627454 -1.9 -1.6 0.8 0.043
C 2.164267 -0.916012 -1.018430 -1.3 -1.0 -0.4 -0.202
F 1.110623 -1.236500 -0.108465 2.6 0.4 -1.5 0.072
F 1.960555 -1.801488 -2.118234 0.6 2.1 2.1 0.076
C 3.611606 -1.278119 -0.440383 0.6 -1.8 -0.5 -0.194
F 4.622182 -1.216674 -1.428885 -2.5 0.2 2.3 0.115
F 3.556802 -2.655825 -0.055030 -0.1 2.6 -0.7 0.058
C 4.046954 -0.468763 0.868815 2.4 0.5 2.0 -0.324
F 2.995905 -0.060775 1.683526 2.2 -0.6 -2.2 0.128
F 4.821665 -1.374042 1.657582 -1.6 1.9 -1.6 0.072
F 4.928687 0.599595 0.600144 -2.7 -2.5 0.5 0.121
C -2.435481 3.034201 -2.006629 3.9 -0.7 0.2 -0.166
O -3.101989 2.010762 -2.755984 -1.1 1.5 1.4 -0.081
C -4.421742 1.699218 -2.285846 -1.9 -1.6 -0.8 -0.131
C -4.457945 0.288464 -1.482001 1.3 0.6 -0.6 -0.132
O -3.453942 -0.536939 -2.153838 -0.4 -0.4 1.1 -0.200
C -3.080605 -1.648347 -1.316949 -0.1 -0.9 0.1 -0.276
C -2.236297 -2.774003 -2.070555 -0.1 -0.2 0.1 -0.088
B -2.384706 2.914390 -0.357432 -0.9 0.3 1.7 -0.323
O -1.292076 2.300963 0.347728 -2.1 0.9 -0.8 0.092
C -3.610815 3.447215 0.604564 0.3 -0.8 0.3 -0.152
C -3.124928 4.541693 1.687076 -0.5 -0.4 0.8 -0.112
H 0.135610 9.321849 -2.385835 -1.3 -0.9 0.6 0.076
H -0.357630 8.453082 -0.865058 -0.7 0.1 -1.6 0.078
H -1.664357 9.109181 -2.074103 1.2 -0.8 0.4 0.075
H -1.228611 7.193804 -3.715974 0.6 0.1 1.3 0.099
H 0.537955 7.258806 -3.261025 -1.6 -0.2 0.6 0.117
H -0.168284 6.308160 -0.845807 -0.8 -0.7 -1.5 0.138
H 0.179629 5.206322 -2.252597 -1.3 0.5 0.5 0.116
H -1.378647 5.165895 -4.421541 -0.3 -0.6 0.1 0.145
H -0.067715 3.146590 -1.725210 -1.3 0.0 -0.7 0.155
H -1.035806 0.589078 -3.282929 0.8 1.1 1.2 0.137
H -0.751958 0.579170 -1.487569 0.3 1.0 -1.4 0.120
H 1.201159 0.100583 -3.522651 0.2 0.8 1.4 0.138
H 1.509646 1.860510 -3.170847 -0.3 -1.6 0.8 0.139
H -4.960523 2.520183 -1.719130 1.0 -0.9 -0.5 0.121
H -5.060479 1.502598 -3.225051 1.1 0.4 1.3 0.144
H -5.473604 -0.228233 -1.572353 1.2 0.9 0.4 0.139
H -4.121583 0.426069 -0.396788 -0.7 -0.2 -1.2 0.122
H -4.064735 -2.133002 -0.959975 1.5 0.6 -0.1 0.127
H -2.449282 -1.286638 -0.421485 -1.1 -0.4 -1.1 0.122
H -1.924454 -3.573648 -1.305017 -0.5 1.3 -0.9 0.078
H -1.267777 -2.389954 -2.539144 -1.4 -0.3 0.6 0.071
H -2.857287 -3.330791 -2.855509 0.9 1.0 1.0 0.084
H -1.555425 2.239740 1.296259 0.4 0.2 -1.0 0.117
H -4.538083 3.742827 0.022288 1.2 -0.1 0.9 0.086
H -3.911127 2.514660 1.219460 0.2 1.2 -0.9 0.107
H -3.357524 4.127016 2.736819 0.4 0.7 -1.5 0.078
H -1.995730 4.720962 1.673182 -1.6 0.0 -0.2 0.079
H -3.733910 5.502303 1.604992 1.2 -1.2 -0.1 0.084
C 2.579356 -2.824737 3.269404 0.0 0.0 0.0 -0.083
C 3.824410 -3.648024 3.556753 0.1 0.2 0.2 -0.236
C 4.100027 -4.747942 2.541978 0.2 0.0 0.1 -0.171
C 3.047503 -5.836840 2.331359 0.5 0.1 -0.4 -0.089
N 2.714415 -6.795276 3.491636 -0.5 -0.7 -0.3 -0.218
C 3.768174 -6.941977 4.586513 0.1 -0.1 0.0 -0.076
C 3.214355 -6.290774 5.846843 0.4 0.1 0.6 -0.144
C 1.822533 -5.775893 5.527845 -0.4 0.6 0.2 -0.145
C 1.418997 -6.404235 4.211863 0.0 -0.1 0.1 -0.084
C 2.492052 -8.168877 2.859909 0.1 0.5 0.2 0.014
H 1.687876 -3.448150 3.166890 -0.1 0.0 0.0 0.066
H 2.402147 -2.121597 4.086294 -0.1 0.0 -0.1 0.093
H 2.700868 -2.248444 2.352507 -0.2 -0.2 0.2 0.041
H 3.773538 -4.054471 4.567056 0.0 -0.1 0.1 0.080
H 4.685784 -2.971452 3.562150 -0.1 -0.2 0.0 0.113
H 5.069830 -5.206803 2.754161 -0.1 0.0 0.0 0.113
H 4.238015 -4.265476 1.566308 -0.2 -0.2 0.0 0.113
H 3.425283 -6.464806 1.518972 -0.1 0.0 0.2 0.128
H 2.107833 -5.417601 1.967647 0.0 -0.1 0.3 0.129
H 3.923589 -8.007098 4.769691 -0.1 0.1 -0.3 0.130
H 4.718499 -6.525453 4.262799 -0.2 0.0 -0.1 0.124
H 3.860291 -5.481097 6.192745 -0.1 -0.1 -0.1 0.116
H 3.184242 -7.016232 6.663436 0.0 0.0 -0.2 0.123
H 1.809182 -4.686727 5.457526 0.1 -0.1 -0.1 0.107
H 1.113691 -6.039083 6.316720 0.0 0.0 -0.2 0.128
H 0.825711 -5.740051 3.582958 0.2 -0.2 -0.1 0.128
H 0.843292 -7.314853 4.392193 0.2 0.0 -0.2 0.132
H 3.431250 -8.490908 2.408197 -0.2 0.0 0.0 0.114
H 1.706243 -8.075685 2.109191 0.1 0.0 0.1 0.116
H 2.193306 -8.869202 3.640593 0.0 0.1 -0.1 0.109
```
Positions in Å, forces in eV/Å.

Output
Highest occupied orbital energy ... -11.27 eV
Net charge ... +1
Molar mass ... 793.51 g mol⁻¹